Entry 1:
DFT (ωB97M-V/def2-TZVPD) results for a structure of composition C33H40Cl7N3NiO4SbSi3.

Last column: Mulliken charge in e.
Atoms and positions in Å:
Sb: -0.959 0.765 -0.967  -0.84
Ni: -0.437 -1.586 -1.580  -0.14
Cl: -3.686 -1.577 -1.455  -0.07
Cl: -4.196 -1.719 -6.821  -0.22
Cl: -1.105 -1.455 -7.116  -0.20
Cl: 0.685 -1.228 -4.576  -0.14
Cl: -2.203 -4.793 -3.760  -0.15
Cl: -5.483 -1.763 -3.984  -0.18
Cl: -2.129 -4.595 -0.839  -0.12
Si: 1.143 2.215 -0.646  0.64
Si: -2.365 2.219 -2.551  1.00
Si: -2.078 1.142 1.304  0.97
O: 1.026 -5.255 -2.796  -0.69
O: 1.366 1.425 5.720  -0.47
O: 0.307 -3.252 -2.135  -0.90
O: 1.978 -0.576 -1.709  -0.48
N: 0.483 -1.885 0.156  0.94
N: 4.694 -3.011 2.446  -0.57
N: 4.497 -2.704 3.638  -0.56
C: 1.437 2.735 5.195  -0.56
C: -1.243 -5.117 -2.295  0.17
C: 1.869 2.545 -2.334  -1.18
C: -3.769 -1.633 -4.151  0.24
C: -3.454 -0.091 1.619  -1.13
C: -2.830 2.861 1.428  -1.16
C: -1.556 -1.473 -3.114  -1.80
C: 2.826 -1.835 5.157  -0.27
C: 2.483 -2.476 1.368  0.74
C: 3.971 -1.519 -0.839  -0.93
C: 2.067 -0.809 5.683  -0.75
C: -1.813 -1.504 -5.544  0.28
C: -2.940 -1.561 -3.034  1.15
C: -2.129 4.045 -2.163  -1.31
C: 3.619 -1.636 4.030  -0.32
C: 3.677 -0.368 3.470  -0.26
C: 2.576 -1.281 -0.857  0.10
C: 4.587 -2.138 0.235  -0.12
C: 0.300 -3.012 2.240  -1.61
C: 1.832 -1.899 0.253  0.15
C: 2.378 1.497 0.570  -0.48
C: -0.757 0.959 2.624  -0.08
C: 1.663 -3.065 2.354  -0.40
C: 3.905 -2.517 1.383  0.15
C: 0.163 -4.477 -2.418  0.32
C: -1.781 1.912 -4.299  -0.82
C: 0.623 3.866 0.108  -1.08
C: -0.259 -2.400 1.114  -0.54
C: 2.945 0.682 4.013  0.19
C: -4.198 1.854 -2.411  -0.81
C: -3.197 -1.615 -5.418  0.24
C: 2.127 0.461 5.115  0.67
C: -1.023 -1.422 -4.401  0.70
H: 0.748 3.336 5.783  0.24
H: 2.116 -3.584 3.187  0.68
H: -3.598 3.019 0.670  0.23
H: 2.816 -2.816 5.616  0.41
H: 2.785 3.135 -2.230  0.44
H: 1.931 0.771 1.252  -0.45
H: -2.104 0.932 -4.651  0.06
H: -1.179 1.155 3.615  0.61
H: -4.285 0.047 0.926  0.25
H: -1.190 4.418 -2.576  0.33
H: 2.447 3.146 5.289  0.37
H: -0.345 -3.460 2.983  0.50
H: -3.114 -1.122 1.532  0.20
H: -3.829 0.059 2.636  0.39
H: 1.134 2.764 4.146  0.04
H: 1.436 -0.963 6.548  0.43
H: 4.297 -0.187 2.602  0.35
H: -1.330 -2.369 0.965  0.28
H: -0.062 4.430 -0.523  0.24
H: 3.021 1.659 3.558  0.35
H: -4.564 1.961 -1.388  0.20
H: -2.142 4.259 -1.095  0.35
H: -4.734 2.573 -3.039  0.44
H: 1.530 4.466 0.237  0.46
H: 1.173 3.111 -2.957  0.24
H: -2.205 2.669 -4.966  0.49
H: -0.333 -0.048 2.631  0.03
H: 0.063 1.661 2.457  -0.70
H: 2.111 1.601 -2.821  0.24
H: -1.130 -6.191 -2.225  0.44
H: -2.946 4.607 -2.626  0.46
H: 4.550 -1.178 -1.687  0.43
H: 0.171 3.748 1.096  0.08
H: -4.453 0.853 -2.751  0.13
H: 2.796 2.310 1.170  0.68
H: -3.299 2.979 2.409  0.39
H: -2.080 3.644 1.319  0.30
H: 3.191 0.999 0.047  0.45
H: -0.693 1.953 -4.382  0.23
H: 5.661 -2.286 0.230  0.39

Results
- Total charge: -1
- HOMO: -4.4 eV
- LUMO energy: 0.0760 hartree
- Energy above the lowest of the compared OMol25 structures with the same formula, charge and spin: 14.9 kcal per mole

***

Entry 2:
DFT (ωB97M-V/def2-TZVPD) results for a structure of composition H14O9V.

Last column: Mulliken charge in e.
Atoms and positions in Å:
V: -0.881 -0.403 -0.273  1.80
O: 4.180 2.485 3.394  -0.63
O: -1.619 -1.789 -0.539  -0.46
O: -3.112 0.746 2.305  -0.60
O: 0.423 -0.691 0.673  -0.47
O: -3.364 1.457 -2.911  -0.61
O: 1.281 -0.479 -3.286  -0.60
O: 5.361 -0.443 -0.570  -0.63
O: -2.863 -6.887 1.689  -0.62
O: -0.464 3.345 0.135  -0.59
H: -0.615 3.690 1.015  0.32
H: 2.045 -0.005 -3.615  0.31
H: -3.445 1.643 2.322  0.32
H: -3.492 -6.610 2.355  0.32
H: 0.885 -0.867 -4.066  0.32
H: 3.807 1.856 2.777  0.31
H: 4.975 2.062 3.717  0.33
H: -4.038 2.136 -2.881  0.31
H: -2.898 -6.198 1.025  0.30
H: -3.444 1.078 -3.786  0.32
H: 4.894 -0.965 -1.223  0.31
H: -0.304 4.121 -0.403  0.31
H: -3.106 0.475 3.223  0.32
H: 5.795 0.243 -1.077  0.32

Results
- Total charge: +1
- HOMO: -13.3 eV
- LUMO energy: -0.2707 hartree
- Energy above the lowest of the compared OMol25 structures with the same formula, charge and spin: 117.0 kcal per mole

***

Entry 3:
DFT (ωB97M-V/def2-TZVPD) results for a structure of composition C32H45BrEuN2P2.

Last column: Mulliken spin population.
Atoms and positions in Å:
Eu: 0.784 3.199 -0.231  5.09
Br: 0.958 -0.106 0.259  0.09
P: -1.181 -2.942 -0.757  0.00
P: 4.033 0.445 0.021  0.58
N: -5.190 5.006 -3.055  0.13
N: -0.320 2.776 1.815  0.00
C: 0.470 0.951 4.661  0.00
C: 0.306 0.139 5.781  0.00
C: -3.430 5.193 -1.459  0.15
C: -0.558 2.904 -2.212  0.06
C: -1.925 1.115 -1.054  0.03
C: -0.950 1.501 -2.007  -0.17
C: -0.552 -4.368 1.624  0.00
C: 4.747 -1.144 2.252  0.01
C: -3.086 3.970 -3.519  0.12
C: -0.514 2.230 2.838  -0.01
C: -0.937 -3.008 1.035  0.00
C: 4.456 -1.388 -2.018  0.01
C: -2.585 4.388 -2.255  -0.04
C: 3.560 2.193 0.115  0.09
C: -1.293 -1.217 -1.325  0.01
C: -4.736 5.449 -1.883  -0.05
C: -1.931 1.409 4.648  0.00
C: -0.149 -4.429 -2.911  0.00
C: -0.312 0.484 -2.756  0.01
C: -0.550 -0.845 -2.476  0.01
C: -3.875 -3.444 -0.281  0.00
C: -0.974 -0.066 6.314  0.00
C: -2.081 0.598 5.772  0.00
C: -0.657 1.547 4.061  0.00
C: 4.810 3.070 -0.081  0.00
C: -2.095 -0.220 -0.719  0.05
C: -1.299 3.986 -1.702  0.59
C: 3.590 -0.185 -1.628  0.07
C: -2.674 -3.900 -1.106  0.00
C: 0.225 -3.673 -1.636  0.00
C: -4.402 4.307 -3.868  -0.05
C: 3.608 -0.798 1.297  0.09
H: -2.426 -4.955 -0.900  0.00
H: 5.518 -1.118 -2.059  -0.01
H: -1.876 -2.639 1.469  0.00
H: 5.070 -0.268 2.820  0.00
H: -2.490 1.901 -0.536  0.02
H: 5.672 2.694 0.480  0.00
H: 0.432 0.777 -3.494  -0.01
H: -3.633 -3.327 0.781  0.00
H: 4.618 4.096 0.238  0.00
H: 1.464 1.120 4.234  0.00
H: 4.171 -1.748 -3.010  0.00
H: -3.077 5.597 -0.511  0.00
H: 5.608 -1.556 1.716  0.00
H: 2.733 -0.419 1.851  0.02
H: -0.725 -3.813 -3.613  0.00
H: 5.079 3.108 -1.140  0.00
H: 3.300 -1.717 0.775  0.01
H: 2.518 -0.445 -1.579  0.03
H: 2.909 2.338 -0.778  0.02
H: -0.067 -1.607 -3.104  0.00
H: 4.401 -1.906 2.954  0.00
H: 3.066 2.397 1.087  0.00
H: 0.310 3.097 -2.878  0.08
H: -3.071 0.480 6.221  0.00
H: -1.106 -0.738 7.163  0.00
H: -2.483 3.417 -4.234  0.01
H: 1.179 -0.334 6.236  0.00
H: 0.767 -4.738 -3.428  0.00
H: -2.875 -3.817 -2.184  0.00
H: -2.780 -0.492 0.090  0.00
H: 0.250 -4.853 1.058  0.00
H: 0.905 -2.845 -1.873  0.00
H: -0.734 -5.326 -2.684  0.00
H: -2.789 1.924 4.207  0.00
H: -4.835 4.002 -4.826  0.00
H: -4.267 -2.490 -0.649  0.00
H: -0.187 -4.219 2.644  0.00
H: -5.411 6.025 -1.242  0.00
H: -0.175 -2.249 1.262  0.00
H: -1.408 -5.053 1.679  0.00
H: -0.985 4.651 -0.854  -0.01
H: 3.707 0.638 -2.352  0.00
H: 0.765 -4.316 -0.934  0.00
H: -4.675 -4.187 -0.350  0.00
H: 4.341 -2.216 -1.308  0.00

Results
- Total charge: +2
- Multiplicity: 8
- HOMO (spin up / spin down): -11.4 / -11.7 eV
- LUMO energy (spin up / spin down): -0.1936 / -0.2875 hartree
- <S²>: 15.794
- Energy above the lowest of the compared OMol25 structures with the same formula, charge and spin: 0.0 kcal per mole

***

Entry 4:
DFT (ωB97M-V/def2-TZVPD) results for an isolated molecule of C6H7BrClNO.

Last column: Mulliken charge in e.
Atoms and positions in Å:
Br: -1.405 0.138 -1.231  -0.10
Cl: 2.329 0.552 -4.253  -0.15
O: 0.595 1.304 -2.557  -0.27
N: 1.611 -0.694 -1.916  -0.54
C: 1.077 -1.492 0.442  -0.67
C: 1.233 -0.917 -0.736  0.59
C: 0.252 -2.846 0.508  -0.89
C: -0.177 1.508 -1.450  0.24
C: -0.680 2.918 -1.295  -1.29
C: 1.312 0.251 -2.846  0.61
H: -0.835 -2.846 0.338  0.31
H: 1.489 -1.158 1.345  0.43
H: -1.616 2.966 -1.842  0.33
H: 0.251 -3.011 1.579  0.29
H: -1.021 3.081 -0.331  0.43
H: -0.005 3.649 -1.434  0.40
H: 0.772 -3.658 0.014  0.28

Results
- Total charge: 0
- HOMO (spin up / spin down): -7.5 / -8.1 eV
- LUMO energy (spin up / spin down): -0.0096 / -0.0126 hartree
- Energy above the lowest of the compared OMol25 structures with the same formula, charge and spin: 63.4 kcal per mole

***

Copy entry 4 word for word.
DFT (ωB97M-V/def2-TZVPD) results for an isolated molecule of C6H7BrClNO.

Last column: Mulliken charge in e.
Atoms and positions in Å:
Br: -1.405 0.138 -1.231  -0.10
Cl: 2.329 0.552 -4.253  -0.15
O: 0.595 1.304 -2.557  -0.27
N: 1.611 -0.694 -1.916  -0.54
C: 1.077 -1.492 0.442  -0.67
C: 1.233 -0.917 -0.736  0.59
C: 0.252 -2.846 0.508  -0.89
C: -0.177 1.508 -1.450  0.24
C: -0.680 2.918 -1.295  -1.29
C: 1.312 0.251 -2.846  0.61
H: -0.835 -2.846 0.338  0.31
H: 1.489 -1.158 1.345  0.43
H: -1.616 2.966 -1.842  0.33
H: 0.251 -3.011 1.579  0.29
H: -1.021 3.081 -0.331  0.43
H: -0.005 3.649 -1.434  0.40
H: 0.772 -3.658 0.014  0.28

Results
- Total charge: 0
- HOMO (spin up / spin down): -7.5 / -8.1 eV
- LUMO energy (spin up / spin down): -0.0096 / -0.0126 hartree
- Energy above the lowest of the compared OMol25 structures with the same formula, charge and spin: 63.4 kcal per mole

***

Which value of energy above the lowest of the compared OMol25 structures with the same formula, charge and spin does entry 3 give?
0.0 kcal per mole